{
  "formula": "C22H52CuN3O6",
  "method": "ωB97M-V with the def2-TZVPD basis set",
  "elements": ["Cu", "O", "O", "O", "O", "O", "O", "N", "N", "N", "C", "C", "C", "C", "C", "C", "C", "C", "C", "C", "C", "C", "C", "C", "C", "C", "C", "C", "C", "C", "C", "C", "H", "H", "H", "H", "H", "H", "H", "H", "H", "H", "H", "H", "H", "H", "H", "H", "H", "H", "H", "H", "H", "H", "H", "H", "H", "H", "H", "H", "H", "H", "H", "H", "H", "H", "H", "H", "H", "H", "H", "H", "H", "H", "H", "H", "H", "H", "H", "H", "H", "H", "H", "H"],
  "xyz": [[19.177, -18.352, 4.299], [17.987, -18.157, 2.378], [22.183, -16.717, 6.429], [15.787, -22.056, 2.924], [20.031, -19.856, 5.834], [16.808, -19.252, 6.877], [20.667, -16.393, 3.840], [23.571, -16.820, 6.208], [17.344, -16.847, 4.870], [18.541, -21.183, 3.652], [26.588, -17.177, 5.982], [20.302, -19.705, 7.235], [14.426, -21.937, 2.530], [18.487, -18.419, 1.107], [20.111, -21.230, 5.491], [15.963, -18.211, 6.516], [24.568, -16.582, 8.450], [16.759, -16.898, 6.211], [23.187, -18.571, 4.493], [16.350, -16.923, 3.774], [16.698, -21.278, 2.208], [16.216, -20.504, 7.301], [25.855, -15.918, 6.439], [17.124, -17.007, 2.459], [24.434, -16.018, 7.097], [23.882, -14.543, 7.179], [25.528, -17.974, 5.153], [24.062, -18.135, 5.701], [19.943, -21.398, 3.988], [18.233, -21.719, 2.354], [24.122, -19.242, 6.786], [21.010, -16.114, 2.508], [26.915, -17.787, 6.824], [16.631, -20.190, 2.192], [15.617, -21.066, 6.585], [17.695, -16.087, 2.340], [15.663, -16.077, 3.791], [22.085, -16.202, 2.350], [21.135, -21.506, 5.742], [16.419, -17.068, 1.630], [17.872, -21.411, 4.374], [22.125, -18.519, 4.734], [20.914, -15.036, 2.373], [18.847, -17.577, 0.515], [16.225, -15.950, 6.278], [15.262, -17.938, 7.305], [23.563, -14.193, 6.198], [19.372, -19.047, 1.202], [21.802, -16.668, 5.549], [24.668, -13.858, 7.497], [25.138, -17.499, 8.594], [25.796, -15.192, 5.627], [19.378, -21.744, 6.114], [14.123, -20.891, 2.497], [17.664, -16.883, 6.819], [20.800, -20.545, 7.720], [20.603, -20.751, 3.409], [23.485, -17.973, 3.632], [25.138, -19.415, 7.141], [17.079, -21.145, 7.482], [18.455, -22.784, 2.290], [13.833, -22.379, 3.330], [25.628, -17.508, 4.173], [23.819, -20.227, 6.430], [17.814, -15.955, 4.804], [23.017, -14.438, 7.833], [23.282, -19.640, 4.304], [20.377, -22.383, 3.817], [23.546, -16.729, 8.800], [20.421, -16.677, 1.785], [15.282, -18.554, 5.738], [26.500, -15.494, 7.209], [15.772, -17.840, 3.890], [24.982, -15.826, 9.118], [14.157, -22.425, 1.594], [25.915, -18.983, 5.018], [20.943, -18.845, 7.430], [23.548, -18.960, 7.669], [27.449, -16.847, 5.400], [17.760, -18.979, 0.518], [18.892, -21.273, 1.610], [16.534, -21.550, 1.165], [15.766, -20.495, 8.294], [19.369, -19.449, 7.736]],
  "mulliken_charge": [0.299, 0.755, -0.292, -0.357, 0.481, -0.111, -0.747, 0.315, 0.054, 0.200, -0.724, -1.029, -0.767, -1.300, -0.653, -0.672, -1.871, -0.778, -1.649, -0.718, -0.463, -0.854, -1.323, -1.038, 1.657, -1.888, -1.388, 2.150, -1.270, -0.943, -1.953, -0.834, 0.351, 0.153, 0.313, 0.389, 0.373, 0.255, 0.542, 0.521, 0.131, 0.175, 0.286, 0.489, 0.432, 0.397, 0.398, 0.245, 0.244, 0.437, 0.331, 0.453, 0.311, 0.302, 0.269, 0.532, 0.340, 0.256, 0.381, 0.234, 0.550, 0.289, 0.480, 0.399, 0.082, 0.362, 0.385, 0.441, 0.325, 0.099, 0.465, 0.440, 0.278, 0.474, 0.292, 0.405, 0.110, 0.284, 0.366, 0.323, 0.350, 0.466, 0.321, 0.180],
  "e_above_lowest_kj_mol": 199.0,
  "charge": 0,
  "gap_ev": 6.97,
  "e_tot_ev": -85045.06175,
  "e_lumo_ev": 0.5
}